Here is a 5-piece molecular cluster, C17H43NO9 overall at a distorted geometry from the Open Molecules 2025 dataset. Energies are from ωB97M-V/def2-TZVPD.

Last column: Mulliken charge in e.
Geometry (Å):
C -22.49 -17.37 0.78  -1.597
C -23.71 -16.61 0.21  1.592
C -23.85 -15.29 0.96  -1.884
C -23.52 -16.37 -1.29  -1.277
C -23.82 -17.58 -2.14  -0.796
C -25.21 -18.09 -1.84  0.074
C -25.36 -18.53 -0.38  1.921
C -26.83 -18.85 -0.11  -2.196
C -24.58 -19.84 -0.12  -1.828
N -24.94 -17.40 0.44  0.244
O -25.11 -17.68 1.81  -0.508
H -22.60 -17.32 1.87  0.357
H -22.47 -18.42 0.49  0.296
H -21.52 -16.93 0.56  0.398
H -23.51 -15.37 1.99  0.371
H -23.21 -14.53 0.50  0.409
H -24.86 -14.87 0.99  0.416
H -24.20 -15.54 -1.54  0.430
H -22.49 -16.08 -1.50  0.478
H -23.82 -17.25 -3.19  0.413
H -23.07 -18.37 -2.07  0.313
H -25.62 -18.80 -2.56  -0.574
H -25.91 -17.26 -1.99  0.119
H -27.20 -19.76 -0.58  0.336
H -27.54 -18.04 -0.28  0.384
H -26.89 -19.10 0.96  0.545
H -23.58 -19.84 -0.53  0.355
H -25.19 -20.65 -0.53  0.429
H -24.59 -20.11 0.94  0.388
H -25.74 -17.02 2.12  0.352
O -27.59 -15.75 -8.54  -0.542
C -26.19 -15.49 -8.66  0.112
C -25.80 -15.37 -10.12  -0.597
O -24.40 -15.16 -10.23  -0.535
H -27.83 -15.88 -7.61  0.364
H -25.82 -14.66 -8.05  0.268
H -25.70 -16.37 -8.22  0.070
H -26.37 -14.58 -10.62  0.313
H -26.08 -16.27 -10.68  0.281
H -23.98 -16.02 -10.27  0.309
O -31.14 -13.38 -1.91  -0.533
C -31.46 -13.46 -3.30  -0.402
C -30.35 -12.92 -4.16  -0.444
O -29.18 -13.74 -4.17  -0.520
H -30.96 -14.26 -1.56  0.314
H -31.66 -14.51 -3.53  0.277
H -32.31 -12.80 -3.46  0.302
H -30.05 -11.93 -3.81  0.321
H -30.67 -12.81 -5.20  0.367
H -28.81 -13.78 -3.28  0.270
O -25.82 -19.86 -5.37  -0.455
C -26.27 -20.95 -4.57  0.049
C -27.32 -21.75 -5.33  -0.426
O -27.80 -22.81 -4.50  -0.550
H -25.08 -20.14 -5.91  0.237
H -25.42 -21.57 -4.25  0.362
H -26.72 -20.57 -3.65  -0.096
H -26.97 -22.19 -6.26  0.304
H -28.15 -21.09 -5.62  0.201
H -28.50 -22.48 -3.93  0.309
O -26.21 -17.00 -5.25  -0.480
C -27.31 -16.70 -4.40  0.220
C -28.62 -17.01 -5.10  -0.518
O -29.01 -15.98 -6.01  -0.570
H -26.29 -17.94 -5.47  0.312
H -27.26 -17.33 -3.52  -0.149
H -27.25 -15.64 -4.17  0.333
H -29.43 -17.13 -4.36  0.295
H -28.62 -17.97 -5.62  0.289
H -28.90 -15.14 -5.54  0.378

Output
Structure (SMILES) ... CC1(C)CCCC(C)(C)N1O.OCCO.OCCO.OCCO.OCCO
Energy above the lowest of the compared OMol25 structures with the same formula, charge and spin ... 0.0 kcal per mole